C26H50ClFILuNO2P | ωB97M-V with the def2-TZVPD basis set

Results
frontier orbital gap = 1.57 eV
energy = -3659.093597 Eh
HOMO = -11.8 eV
total charge = +2
maximum force = 8.6 eV Å⁻¹
multiplicity = 1
relative energy (zero: lowest compared OMol25 entry of this formula, charge and spin) = 353.3 kcal per mole

Geometry (Å):
1 C -1.0917 -0.8620 7.1440
2 C -0.4002 -0.2469 5.9690
3 C 1.0132 -0.7344 5.3032
4 P 1.0248 -0.9348 3.3936
5 F -0.7211 -0.5409 3.3470
6 Cl 3.1567 -1.3416 3.3861
7 C 1.1101 -1.2253 1.4948
8 C -0.1978 -1.7681 0.7404
9 C -0.6307 -0.8090 -0.5617
10 C -2.1635 -0.2230 -0.4556
11 C -3.1946 -0.7502 -1.6062
12 C -4.0684 0.3762 -2.3870
13 C -4.4652 1.7191 -1.5531
14 C -3.9859 3.0706 -2.4146
15 C -2.5696 3.7087 -1.8828
16 C -1.3296 2.8273 -2.5324
17 C -0.4412 3.6315 -3.6524
18 C 0.0592 2.5457 -4.8135
19 C 1.6708 2.1804 -4.6766
20 C 1.9478 0.7990 -5.5661
21 C 2.9389 -0.2219 -4.7476
22 C 2.1298 -0.8795 -3.4403
23 C 1.2683 0.9467 3.2576
24 I -0.2100 1.9337 1.8843
25 C 2.7530 1.5639 3.1049
26 C 3.4446 1.5275 1.6146
27 N 0.7538 -2.6373 3.5981
28 C 1.8512 -3.5907 3.7831
29 C 2.5385 -4.5923 2.6262
30 O 2.3079 -3.9440 5.0225
31 C -0.5946 -3.1717 3.8027
32 C -1.0651 -4.3725 2.7275
33 O -1.4859 -2.9957 4.7816
34 H -2.2597 -1.0636 7.0227
35 H -0.5895 -1.1837 8.1507
36 H -0.9118 0.7445 5.5434
37 H 1.8716 0.0318 5.6243
38 H 1.2974 -1.7344 5.8907
39 H 1.9645 -2.0534 1.3664
40 H 1.5321 -0.3135 0.8761
41 H 0.0850 -2.8114 0.2285
42 H -1.1695 -1.9703 1.3365
43 H -0.5371 -1.4542 -1.5621
44 H 0.1033 0.1013 -0.7141
45 H -2.0490 0.9621 -0.3987
46 H -2.6564 -0.5151 0.5923
47 H -2.5279 -1.2973 -2.4322
48 H -3.9289 -1.5967 -1.2063
49 H -3.5409 0.6162 -3.4309
50 H -5.0985 -0.1438 -2.6955
51 H -4.1162 1.7568 -0.4385
52 H -5.6553 1.7985 -1.5243
53 H -4.8164 3.9250 -2.3278
54 H -3.8602 2.8327 -3.5767
55 H -2.4900 4.8353 -2.1874
56 H -2.4844 3.6343 -0.7075
57 H -1.8237 1.9087 -3.0652
58 H -0.7085 2.4003 -1.6257
59 H -1.0741 4.4674 -4.1732
60 H 0.4671 4.1442 -3.1204
61 H -0.5106 1.5235 -4.7700
62 H -0.0816 3.0067 -5.8871
63 H 2.3630 3.0832 -5.0243
64 H 1.9420 1.9347 -3.5399
65 H 2.4345 1.1613 -6.5783
66 H 0.9563 0.2192 -5.8144
67 H 3.2862 -1.1066 -5.4487
68 H 3.9008 0.3570 -4.3575
69 H 2.4436 -0.3412 -2.4405
70 H 0.9681 -0.9167 -3.6074
71 H 2.4889 -2.0118 -3.3641
72 H 0.8976 1.4388 4.2858
73 H 3.5127 1.3315 3.9972
74 H 2.5770 2.7425 3.2668
75 H 4.1046 0.5504 1.4610
76 H 2.6276 1.5879 0.7764
77 H 4.1964 2.4394 1.4460
78 H 3.6147 -4.9188 2.9451
79 H 2.5830 -4.1169 1.5655
80 H 1.9077 -5.6006 2.5275
81 H -0.3477 -4.3999 1.7818
82 H -2.2008 -4.3229 2.4602
83 H -0.8521 -5.3839 3.3127
84 Lu 0.8111 2.7334 -7.1298

Atomic forces in eV per Å
-0.505 -0.301 -1.968
2.000 -0.367 -0.240
-1.204 0.428 7.097
-0.938 0.204 -3.087
1.762 -1.449 0.433
0.110 0.186 0.718
1.097 -0.631 -2.875
-0.364 -0.410 -2.035
-0.305 -0.227 -0.460
-0.217 0.355 1.022
0.501 -0.767 -0.849
-0.854 -0.776 -0.429
-1.024 0.937 -1.293
-0.133 0.929 0.501
0.128 -0.566 -0.235
-0.617 -0.174 0.219
-0.292 -0.435 -0.026
1.219 0.110 1.975
-0.522 -0.954 0.164
0.799 0.203 0.636
-0.137 -0.234 0.303
0.846 -0.733 -0.436
0.619 4.310 1.821
1.178 -0.505 0.798
0.602 2.419 -0.537
0.872 -0.450 -0.083
-2.006 -2.037 1.192
3.892 -4.637 5.720
-0.700 -0.047 -0.441
-3.572 2.926 -7.235
-4.823 -2.501 2.285
1.544 -0.252 0.702
5.744 0.467 -4.780
2.506 0.967 0.554
-0.674 0.403 -2.224
0.821 -2.377 0.720
-1.801 -1.089 -1.280
-0.609 1.992 -1.753
-2.053 1.884 0.551
-0.899 -1.605 1.592
-0.481 2.135 1.368
1.905 0.527 -0.666
-0.241 1.290 2.229
-1.310 -1.844 0.504
-0.562 -2.513 -0.453
1.297 0.628 -2.139
-1.478 1.095 1.717
1.701 1.944 -0.565
-1.098 -0.241 2.411
2.339 1.083 0.586
-0.390 -0.115 -2.217
2.640 -0.311 0.022
1.776 -1.987 -0.137
-0.399 0.371 2.544
-0.089 -2.110 0.571
-0.356 0.254 -2.357
0.976 1.655 1.069
-0.764 0.887 -2.071
1.087 -1.641 1.051
-1.571 -1.009 -1.305
0.755 2.079 -0.228
-4.163 0.616 7.082
-1.280 -1.702 0.640
-0.811 0.781 -2.585
-0.451 -1.226 1.611
1.733 1.146 0.388
-0.749 2.009 1.353
-2.099 -1.206 -0.994
-0.920 -1.031 -2.025
2.261 0.296 0.424
-0.788 2.503 -0.014
0.602 -1.377 -2.207
-1.860 -0.035 -2.107
0.041 -2.516 -0.219
-1.605 2.021 0.312
1.526 -0.101 1.657
-1.814 -1.923 0.637
-2.204 0.990 -0.265
-0.172 -0.695 1.932
1.135 2.363 0.430
-1.745 0.241 1.964
2.286 0.150 0.616
-0.609 2.091 -1.129
3.959 -0.769 -6.172